# 1
The following is a DFT calculation (ωB97M-V/def2-TZVPD) of a cluster of 3 separate species, C9H11ClOS in total in a non-equilibrium geometry.

## Properties
Frontier orbital gap ... 8.2 eV
Total energy ... -34911.464 eV
Multiplicity ... 1

Each line ends with the natural charge from an NBO analysis.
Atoms and positions in Å:
1 C -1.42 -0.60 -0.38  -0.253
2 C -0.91 -1.74 -0.82  -0.185
3 C 0.23 -0.40 1.48  -0.266
4 C -0.92 0.07 0.76  0.052
5 C 1.59 -0.37 -3.24  -0.736
6 C 1.59 -2.58 0.25  -0.378
7 C 0.76 -1.44 0.86  0.021
8 C 0.24 -2.19 -0.23  -0.071
9 C -1.66 1.35 1.20  -0.648
10 O 2.34 0.31 -0.86  -0.937
11 S 1.20 0.30 -1.78  1.217
12 Cl 2.54 2.68 1.13  -0.313
13 H -2.16 -0.18 -0.88  0.202
14 H -1.35 -2.31 -1.57  0.206
15 H 0.65 0.26 2.25  0.226
16 H 2.64 -0.56 -3.49  0.236
17 H 0.88 -0.33 -4.03  0.227
18 H 2.49 -2.45 -0.31  0.222
19 H 1.64 -3.57 0.81  0.207
20 H 2.37 1.44 0.81  0.302
21 H -1.37 2.29 0.63  0.227
22 H -1.26 1.35 2.21  0.221
23 H -2.77 1.19 1.07  0.222

---

# 2
The following is a DFT calculation (ωB97M-V/def2-TZVPD) of a cluster of 2 separate species, C9H11FN2 in total in a non-equilibrium geometry.

## Properties
Frontier orbital gap ... 8.0 eV
Total energy ... -15206.845 eV
Multiplicity ... 1
Structure (SMILES) ... C=C1Nc2ccccc2N1.CF

Each line ends with the natural charge from an NBO analysis.
Atoms and positions in Å:
1 C -0.36 2.39 -1.70  -0.618
2 C 0.27 1.41 -1.03  0.373
3 N 1.50 0.76 -1.19  -0.586
4 C 1.55 -0.29 -0.20  0.115
5 C 2.68 -1.10 0.02  -0.223
6 C 2.79 -1.77 1.18  -0.221
7 C 1.58 -1.92 1.93  -0.215
8 C 0.49 -1.06 1.72  -0.233
9 C 0.47 -0.17 0.62  0.121
10 N -0.35 0.86 0.12  -0.584
11 H -0.10 2.64 -2.68  0.199
12 H -1.18 2.80 -1.33  0.197
13 H 1.82 0.77 -2.13  0.408
14 H 3.56 -0.99 -0.71  0.217
15 H 3.58 -2.38 1.52  0.214
16 H 1.72 -2.55 2.75  0.211
17 H -0.40 -1.01 2.26  0.214
18 H -0.81 1.43 0.77  0.411
19 C -3.77 -0.06 -0.47  -0.141
20 F -3.58 0.64 0.78  -0.402
21 H -4.88 -0.31 -0.35  0.183
22 H -3.42 0.79 -1.17  0.186
23 H -3.16 -0.89 -0.69  0.175

---

# 3
The following is a DFT calculation (ωB97M-V/def2-TZVPD) of an isolated molecule of C9H11FO2 in a non-equilibrium geometry.

## Properties
Frontier orbital gap (spin up / spin down) ... 6.9 / 8.2 eV
Total energy ... -16316.209 eV
Multiplicity ... 1

Each line ends with the natural charge from an NBO analysis.
Atoms and positions in Å:
1 C -3.61 0.16 -0.26  -0.387
2 C 2.50 -0.04 0.95  -0.385
3 C 0.66 -2.81 -0.21  -0.543
4 C -2.64 0.81 0.34  -0.298
5 C 2.53 0.31 -0.32  -0.209
6 C -0.29 -1.96 -0.04  0.381
7 C -1.43 0.14 0.59  0.485
8 C 1.29 0.91 -0.87  -0.505
9 C 0.37 1.56 0.23  0.492
10 O -1.25 -1.10 0.01  -0.426
11 O -0.28 0.79 1.14  -0.513
12 F -0.61 2.30 -0.45  -0.378
13 H -4.65 0.56 -0.45  0.202
14 H -3.42 -0.81 -0.62  0.190
15 H 3.29 -0.55 1.51  0.196
16 H 1.61 -0.03 1.57  0.204
17 H 1.11 -2.87 -1.25  0.204
18 H 1.00 -3.55 0.47  0.216
19 H -2.80 1.78 0.70  0.237
20 H 3.51 0.40 -0.77  0.217
21 H 1.01 2.28 0.76  0.160
22 H 1.49 1.54 -1.77  0.242
23 H 0.59 0.17 -1.26  0.218

---

# 4
The following is a DFT calculation (ωB97M-V/def2-TZVPD) of the ion C9H11INOS with charge +1 in a non-equilibrium geometry.

## Properties
Total charge ... +1
Frontier orbital gap ... 7.5 eV
Total energy ... -31976.652 eV
Multiplicity ... 1

Each line ends with the natural charge from an NBO analysis.
Atoms and positions in Å:
1 C -1.28 2.77 0.83  -0.230
2 C -0.58 3.30 -0.25  -0.134
3 C -1.03 1.50 1.30  -0.163
4 C 0.24 2.46 -1.04  -0.277
5 C -0.14 0.70 0.61  -0.163
6 C 0.48 1.19 -0.61  0.311
7 C 0.20 -0.73 1.16  -0.088
8 C 0.62 -2.92 0.46  0.059
9 C -0.74 -1.55 -1.10  -0.463
10 N 0.00 -1.78 0.22  -0.342
11 O 1.36 0.39 -1.36  -0.704
12 S 0.53 -4.37 -0.47  0.220
13 I 2.41 -0.53 1.83  0.125
14 H -1.94 3.48 1.25  0.234
15 H -0.78 4.32 -0.51  0.233
16 H -1.64 0.96 2.13  0.232
17 H 0.85 2.85 -1.76  0.216
18 H -0.38 -0.87 2.04  0.238
19 H 1.18 -2.89 1.37  0.251
20 H -1.50 -0.74 -0.99  0.262
21 H 0.01 -1.01 -1.65  0.269
22 H -1.00 -2.43 -1.70  0.249
23 H 1.78 0.99 -2.03  0.503
24 H 1.34 -5.07 0.26  0.163

---

# 5
The following is a DFT calculation (ωB97M-V/def2-TZVPD) of a structure of composition C9H11MnNO5 in a non-equilibrium geometry.

## Properties
Total charge ... +3
Frontier orbital gap (spin up / spin down) ... 8.6 / 6.2 eV
Total energy ... -52521.653 eV
Multiplicity ... 5

Each line ends with the Mulliken spin population.
Atoms and positions in Å:
1 Mn 0.09 -0.09 -0.24  2.945
2 O 0.00 2.88 0.28  0.056
3 C 0.10 1.74 0.16  -0.032
4 C 0.02 -1.96 -0.02  -0.039
5 O 0.10 -3.05 0.35  0.046
6 C 1.98 -0.09 -0.32  -0.090
7 O 3.07 0.00 0.04  0.020
8 C -1.75 -0.04 -0.15  -0.133
9 O -2.90 0.01 -0.03  0.039
10 C -0.04 0.74 -2.14  0.026
11 H -0.99 1.28 -2.29  0.016
12 H 0.86 1.30 -2.41  0.019
13 C -0.04 -0.69 -2.23  0.044
14 H 0.87 -1.20 -2.56  0.016
15 H -0.97 -1.21 -2.45  0.016
16 C 1.47 -1.11 4.25  0.030
17 N 0.27 -0.31 4.05  0.531
18 C -0.50 0.13 5.21  0.020
19 C -0.13 0.02 2.82  -0.021
20 O 0.54 -0.36 1.82  0.307
21 H 1.58 -1.24 5.32  0.005
22 H 2.35 -0.61 3.84  0.037
23 H 1.36 -2.10 3.77  0.037
24 H -0.56 1.23 5.24  0.054
25 H -1.52 -0.27 5.17  0.053
26 H 0.00 -0.24 6.11  0.005
27 H -1.05 0.62 2.73  -0.008

---

# 6
The following is a DFT calculation (ωB97M-V/def2-TZVPD) of the ion C9H11N2 with charge +1 in a non-equilibrium geometry.

## Properties
Total charge ... +1
Frontier orbital gap (spin up / spin down) ... 5.0 / 5.3 eV
Total energy ... -12476.239 eV
Multiplicity ... 1

Each line ends with the natural charge from an NBO analysis.
Atoms and positions in Å:
1 C -1.22 2.30 2.23  0.104
2 C 0.84 -1.66 -0.19  -0.338
3 C 0.07 -2.00 0.99  -0.022
4 C 1.29 -0.50 -0.58  0.288
5 C -0.23 0.18 1.72  0.144
6 C 1.54 0.43 -1.49  -0.405
7 C 0.51 0.83 -2.41  0.173
8 C 0.75 1.81 -3.46  -0.712
9 C -1.35 -1.59 2.93  -0.419
10 N -0.82 1.20 2.03  -0.297
11 N -0.56 -1.14 1.82  -0.253
12 H -1.34 3.16 1.68  0.219
13 H 1.01 -2.54 -0.80  0.294
14 H 0.00 -3.05 1.38  0.224
15 H 2.53 0.87 -1.46  0.257
16 H -0.39 0.30 -2.59  0.222
17 H 1.73 2.25 -3.60  0.256
18 H 0.28 1.52 -4.36  0.271
19 H 0.05 2.63 -3.26  0.286
20 H -0.68 -2.00 3.64  0.237
21 H -1.95 -0.67 3.25  0.237
22 H -2.07 -2.34 2.52  0.236

---

Copy entry 2 word for word.
The following is a DFT calculation (ωB97M-V/def2-TZVPD) of a cluster of 2 separate species, C9H11FN2 in total in a non-equilibrium geometry.

## Properties
Frontier orbital gap ... 8.0 eV
Total energy ... -15206.845 eV
Multiplicity ... 1
Structure (SMILES) ... C=C1Nc2ccccc2N1.CF

Each line ends with the natural charge from an NBO analysis.
Atoms and positions in Å:
1 C -0.36 2.39 -1.70  -0.618
2 C 0.27 1.41 -1.03  0.373
3 N 1.50 0.76 -1.19  -0.586
4 C 1.55 -0.29 -0.20  0.115
5 C 2.68 -1.10 0.02  -0.223
6 C 2.79 -1.77 1.18  -0.221
7 C 1.58 -1.92 1.93  -0.215
8 C 0.49 -1.06 1.72  -0.233
9 C 0.47 -0.17 0.62  0.121
10 N -0.35 0.86 0.12  -0.584
11 H -0.10 2.64 -2.68  0.199
12 H -1.18 2.80 -1.33  0.197
13 H 1.82 0.77 -2.13  0.408
14 H 3.56 -0.99 -0.71  0.217
15 H 3.58 -2.38 1.52  0.214
16 H 1.72 -2.55 2.75  0.211
17 H -0.40 -1.01 2.26  0.214
18 H -0.81 1.43 0.77  0.411
19 C -3.77 -0.06 -0.47  -0.141
20 F -3.58 0.64 0.78  -0.402
21 H -4.88 -0.31 -0.35  0.183
22 H -3.42 0.79 -1.17  0.186
23 H -3.16 -0.89 -0.69  0.175